[1]
DFT (ωB97M-V/def2-TZVPD) results for a 9-piece molecular cluster, C38H68BBr16ClO7P overall at a distorted geometry.

Multiplicity: 1
HOMO-LUMO gap: 0.194 Ha
Lowest unoccupied orbital energy: 1.3 eV
Total energy: -44026.10576 hartree
Charge: -1

```
132
C38H68BBr16ClO7P (ωB97M-V/def2-TZVPD)
C 5.032 -2.887 1.381
C 3.720 -3.694 1.430
O 2.776 -2.945 0.637
C 1.647 -3.694 0.396
O 1.267 -4.504 1.217
C 0.895 -3.551 -0.912
C -0.043 -2.308 -1.057
C 0.245 -1.128 -0.118
C -0.418 -1.166 1.280
O -0.818 -2.411 1.791
P -1.266 -2.022 3.449
Cl -0.739 -4.142 4.029
B -3.073 -2.719 3.387
O -3.492 -3.644 2.456
C -4.158 -2.234 4.467
C -5.285 -1.409 3.787
O -1.652 -0.366 3.094
C -1.459 -0.097 1.683
C -0.916 1.363 1.708
C -0.053 1.553 2.950
O -0.133 2.597 3.574
C -2.886 -0.075 1.041
C -3.205 -1.137 -0.026
C -2.777 -0.554 -1.397
O -4.631 -1.330 0.021
C -5.078 -2.343 -0.849
C -4.823 -3.761 -0.380
C -5.678 -4.449 0.451
C -5.367 -5.728 0.814
C -4.237 -6.374 0.390
C -3.391 -5.708 -0.467
C -3.703 -4.423 -0.824
H 4.841 -2.023 2.024
H 5.812 -3.541 1.780
H 5.199 -2.605 0.339
H 3.840 -4.716 1.070
H 3.397 -3.668 2.472
H 0.279 -4.445 -1.001
H 1.592 -3.597 -1.758
H -1.072 -2.663 -1.030
H 0.117 -1.928 -2.074
H 1.325 -1.049 0.034
H -0.042 -0.172 -0.567
H 0.433 -0.896 1.943
H -1.571 -1.771 4.860
H 0.082 -1.752 3.867
H -4.407 -3.862 2.675
H -3.717 -1.648 5.274
H -4.617 -3.149 4.875
H -4.961 -0.371 3.661
H -6.208 -1.412 4.374
H -5.488 -1.792 2.778
H -1.774 2.026 1.811
H -0.349 1.570 0.790
H 0.677 0.793 3.281
H -3.635 -0.137 1.832
H -3.029 0.897 0.552
H -2.737 -2.104 0.178
H -2.550 -1.335 -2.128
H -3.667 -0.022 -1.765
H -1.998 0.197 -1.294
H -4.701 -2.254 -1.878
H -6.167 -2.227 -0.916
H -6.572 -3.953 0.816
H -6.039 -6.270 1.476
H -3.974 -7.382 0.685
H -2.476 -6.137 -0.860
H -3.040 -3.896 -1.509
Br -0.483 2.017 -2.641
C -0.457 2.051 -4.585
C -1.131 0.835 -5.162
Br 0.010 -0.739 -5.044
H 0.581 2.146 -4.888
H -0.997 2.955 -4.861
H -1.319 0.972 -6.225
H -2.061 0.588 -4.659
Br 1.242 5.882 -1.782
C 2.087 5.336 -3.443
C 1.726 6.261 -4.574
Br -0.076 5.924 -5.229
H 1.791 4.306 -3.622
H 3.156 5.374 -3.246
H 2.376 6.090 -5.430
H 1.768 7.309 -4.294
Br 1.915 -3.613 7.780
C 2.264 -5.507 7.508
C 3.213 -5.732 6.361
Br 2.315 -5.513 4.651
H 1.302 -5.989 7.360
H 2.704 -5.854 8.442
H 3.584 -6.757 6.364
H 4.057 -5.047 6.370
Br 5.169 -9.959 6.277
C 4.160 -10.054 4.613
C 4.976 -9.573 3.444
Br 5.091 -7.634 3.418
H 3.253 -9.475 4.761
H 3.904 -11.105 4.495
H 4.493 -9.844 2.507
H 5.993 -9.954 3.448
Br -1.428 8.020 -8.439
C -3.155 8.791 -7.983
C -3.494 8.566 -6.533
Br -4.082 6.741 -6.211
H -3.884 8.358 -8.661
H -3.056 9.854 -8.191
H -4.334 9.192 -6.236
H -2.655 8.750 -5.867
Br 3.366 9.248 0.364
C 1.746 9.504 1.413
C 0.644 8.582 0.967
Br -0.176 9.196 -0.688
H 1.480 10.553 1.329
H 2.033 9.284 2.439
H -0.163 8.570 1.697
H 0.985 7.566 0.791
Br 0.582 9.072 -12.262
C 0.916 10.559 -11.054
C 2.272 10.452 -10.406
Br 2.273 9.126 -8.986
H 0.104 10.568 -10.333
H 0.860 11.450 -11.675
H 2.538 11.390 -9.922
H 3.055 10.172 -11.103
Br 5.654 -0.795 7.385
C 6.418 -1.246 5.653
C 5.830 -0.406 4.550
Br 4.051 -1.012 4.065
H 6.256 -2.309 5.505
H 7.484 -1.053 5.754
H 6.423 -0.504 3.642
H 5.746 0.644 4.814
```

[2]
DFT (ωB97M-V/def2-TZVPD) results for C38H68N10O3P2SSiTl as an isolated structure.

Multiplicity: 1
HOMO-LUMO gap: 0.184 Ha
Lowest unoccupied orbital energy: 2.1 eV
Total energy: -3805.21602 hartree
Charge: -1
ΔE to the lowest compared entry with this formula, charge and spin: 0.059 eV

```
124
C38H68N10O3P2SSiTl (ωB97M-V/def2-TZVPD)
Tl 0.256 0.378 1.779
C -0.006 -1.903 -2.770
N -1.354 -2.310 -2.394
C -2.081 -2.938 -3.484
P -2.194 -1.467 -1.262
O -1.368 -0.771 -0.263
O -3.173 -0.424 -2.047
P -2.686 0.982 -2.680
O -1.331 0.909 -3.260
N -3.031 2.056 -1.496
C -2.569 3.421 -1.735
C -3.182 1.742 -0.073
N -3.793 1.305 -3.868
C -3.509 0.917 -5.237
C -5.206 1.387 -3.551
N -3.324 -2.534 -0.715
C -4.560 -2.054 -0.093
C -2.783 -3.701 -0.012
H 0.555 -2.785 -3.083
H 0.508 -1.459 -1.924
H -0.037 -1.169 -3.577
H -1.517 -3.804 -3.840
H -2.216 -2.245 -4.325
H -3.058 -3.273 -3.141
H -2.523 3.623 -2.806
H -1.581 3.590 -1.301
H -3.276 4.120 -1.281
H -3.634 0.765 0.073
H -3.845 2.495 0.360
H -2.237 1.753 0.470
H -2.433 0.861 -5.381
H -3.921 1.662 -5.924
H -3.955 -0.055 -5.485
H -5.334 1.695 -2.515
H -5.709 0.423 -3.696
H -5.689 2.126 -4.195
H -4.927 -1.169 -0.606
H -4.411 -1.827 0.969
H -5.316 -2.839 -0.175
H -1.825 -3.990 -0.443
H -3.479 -4.536 -0.125
H -2.652 -3.488 1.050
C 1.233 -3.306 0.031
C 2.237 -2.696 0.965
C 3.435 -3.337 1.235
C 4.301 -2.746 2.153
C 3.960 -1.573 2.779
C 2.723 -0.954 2.466
N 1.915 -1.533 1.534
N 2.249 0.179 2.990
Si 2.784 1.046 4.366
C 4.467 1.854 4.112
C 2.881 -0.057 5.887
C 1.528 2.397 4.672
H 0.802 -4.201 0.489
H 1.706 -3.587 -0.912
H 0.424 -2.604 -0.158
H 3.681 -4.262 0.733
H 5.252 -3.216 2.379
H 4.624 -1.109 3.496
H 5.256 1.120 3.932
H 4.755 2.447 4.985
H 4.433 2.522 3.247
H 3.576 -0.887 5.742
H 1.897 -0.481 6.098
H 3.206 0.507 6.766
H 1.598 3.168 3.900
H 1.686 2.875 5.642
H 0.513 1.989 4.651
C 3.751 2.384 -2.066
N 3.014 1.199 -1.668
C 3.594 0.596 -0.476
C 1.561 1.403 -1.566
C 1.090 2.510 -0.650
C 1.112 3.819 -1.141
C 0.689 4.891 -0.373
C 0.198 4.655 0.903
C 0.149 3.355 1.387
C 0.610 2.263 0.638
H 4.780 2.097 -2.298
H 3.777 3.161 -1.290
H 3.304 2.820 -2.963
H 4.644 0.371 -0.665
H 3.087 -0.342 -0.262
H 3.518 1.249 0.405
H 1.119 0.458 -1.245
H 1.177 1.603 -2.572
H 1.445 3.995 -2.159
H 0.717 5.897 -0.776
H -0.163 5.474 1.513
H -0.285 3.183 2.367
C -3.955 1.539 3.540
C -3.751 0.054 3.479
C -4.781 -0.809 3.791
C -4.617 -2.195 3.782
C -3.354 -2.682 3.474
C -2.286 -1.860 3.136
C -0.950 -2.476 2.857
C -2.443 -0.431 3.090
N -1.557 0.507 2.758
H -4.971 1.780 3.864
H -3.765 2.005 2.571
H -3.239 2.001 4.227
H -5.744 -0.384 4.063
H -5.431 -2.862 4.039
H -3.180 -3.756 3.497
H -1.003 -3.565 2.944
H -0.178 -2.120 3.549
H -0.597 -2.244 1.850
S 3.763 -2.436 -2.935
C 2.894 -1.621 -4.127
N 2.679 -0.304 -4.094
C 1.891 0.417 -5.081
C 1.987 -0.275 -6.429
C 1.596 -1.732 -6.254
N 2.375 -2.310 -5.175
H 2.978 0.219 -3.252
H 2.273 1.437 -5.138
H 0.843 0.486 -4.763
H 3.013 -0.217 -6.802
H 1.329 0.210 -7.151
H 1.790 -2.301 -7.164
H 0.522 -1.804 -6.039
H 2.591 -3.291 -5.168
```

Q: What is the formula in the second record?
A: C38H68N10O3P2SSiTl